Entry 1:
Below is 2 unconnected molecules or ions with the total composition C2H8N4 at a distorted geometry, with properties calculated with the ωB97M-V functional and the def2-TZVPD basis.

Atoms and positions in Å:
N: -0.38119 0.09084 2.18420
N: 1.24917 -0.54858 -1.11146
N: -0.12096 -1.31171 -2.77461
N: -0.43694 2.17064 1.30008
C: -0.98950 1.35644 2.08828
C: 0.75132 -1.53470 -1.73716
H: 0.07497 -1.88571 -3.56526
H: 1.08626 -2.56382 -1.67515
H: -0.39029 -0.37113 -2.97555
H: 1.64678 -0.73368 -0.19943
H: -0.75200 3.13571 1.30054
H: -1.87123 1.42719 2.71503
H: 0.45674 0.08496 1.63103
H: -0.59180 -0.48706 2.97567

The value obtained for the energy is -8163.2758 eV. For the HOMO energy, the calculation gives -8.942 eV. Its structure (SMILES) is [H]/N=C/N.[H]/N=C/N. As for the multiplicity: 1. For the maximum force, the calculation gives 2.14 eV Å⁻¹.

***

Entry 2:
Below is 2 unconnected molecules or ions with the total composition C2H8N4 at a distorted geometry, with properties calculated with the ωB97M-V functional and the def2-TZVPD basis.

Atoms and positions in Å:
N: 1.00751 0.25963 0.47173
N: 0.58054 -1.07279 0.45713
N: -0.14514 1.26434 1.76734
N: 0.77076 0.74946 -0.72580
C: -0.30965 0.00916 -1.33870
C: -0.40390 -1.29803 -0.59871
H: -1.22896 0.50875 -1.05622
H: 0.27188 2.14912 1.59223
H: 0.22807 0.91759 2.64129
H: -0.27163 -2.17027 -1.18236
H: 0.26117 -1.52359 1.37950
H: -1.49564 -1.45280 -0.12977
H: 0.88640 1.73424 -0.75265
H: -0.15142 -0.07479 -2.52501

The value obtained for the energy is -8159.2496 eV. For the HOMO energy (spin up / spin down), the calculation gives -7.233 / -7.241 eV. As for the multiplicity: 1. For the maximum force, the calculation gives 3.82 eV Å⁻¹.

***

The highest maximum force belongs to which entry?
number 2

***

The highest energy belongs to which entry?
number 2

***

Which value of maximum force does entry 2 give?
3.82 eV Å⁻¹

***

Please write out number 2 again, unchanged.
Below is 2 unconnected molecules or ions with the total composition C2H8N4 at a distorted geometry, with properties calculated with the ωB97M-V functional and the def2-TZVPD basis.

Atoms and positions in Å:
N: 1.00751 0.25963 0.47173
N: 0.58054 -1.07279 0.45713
N: -0.14514 1.26434 1.76734
N: 0.77076 0.74946 -0.72580
C: -0.30965 0.00916 -1.33870
C: -0.40390 -1.29803 -0.59871
H: -1.22896 0.50875 -1.05622
H: 0.27188 2.14912 1.59223
H: 0.22807 0.91759 2.64129
H: -0.27163 -2.17027 -1.18236
H: 0.26117 -1.52359 1.37950
H: -1.49564 -1.45280 -0.12977
H: 0.88640 1.73424 -0.75265
H: -0.15142 -0.07479 -2.52501

The value obtained for the energy is -8159.2496 eV. For the HOMO energy (spin up / spin down), the calculation gives -7.233 / -7.241 eV. As for the multiplicity: 1. For the maximum force, the calculation gives 3.82 eV Å⁻¹.